No. 1
{
  "formula": "C42H36F2NP2V",
  "method": "ωB97M-V/def2-TZVPD",
  "elements": ["V", "C", "C", "C", "C", "C", "H", "H", "H", "H", "H", "N", "P", "C", "C", "C", "C", "C", "C", "C", "C", "C", "C", "C", "C", "P", "C", "C", "C", "C", "C", "C", "C", "C", "C", "C", "C", "C", "H", "H", "H", "H", "H", "H", "H", "H", "H", "H", "H", "H", "H", "H", "H", "H", "H", "H", "H", "H", "H", "F", "C", "C", "C", "C", "C", "C", "C", "H", "H", "H", "H", "H", "H", "F", "C", "C", "C", "C", "C", "C", "H", "H", "H", "H"],
  "positions_angstrom": [[0.6226, 0.1597, -0.1510], [1.8682, 0.0792, 1.8983], [2.6182, 0.8740, 1.0096], [2.9728, 0.0987, -0.1053], [2.4806, -1.2143, 0.1164], [1.8198, -1.2326, 1.3689], [1.4510, 0.4009, 2.8382], [2.8328, 1.9219, 1.1317], [3.5234, 0.4479, -0.9641], [2.5623, -2.0473, -0.5654], [1.3693, -2.1043, 1.8190], [-1.7824, -1.8938, 0.3666], [-1.6049, -0.2231, 0.7174], [-3.2730, 0.3203, 0.1452], [-4.0516, 1.2388, 0.8466], [-5.2694, 1.6740, 0.3453], [-5.7369, 1.1996, -0.8714], [-4.9746, 0.2810, -1.5802], [-3.7583, -0.1540, -1.0763], [-1.8577, -0.1000, 2.5263], [-2.5884, -1.0428, 3.2439], [-2.7692, -0.8982, 4.6119], [-2.2290, 0.1984, 5.2724], [-1.5050, 1.1463, 4.5633], [-1.3160, 0.9931, 3.1955], [-0.4967, -2.4420, -0.6007], [-0.0510, -4.0275, 0.2167], [-0.3443, -4.2793, 1.5535], [0.0923, -5.4486, 2.1657], [0.8335, -6.3767, 1.4505], [1.1383, -6.1299, 0.1165], [0.7034, -4.9644, -0.4928], [-1.3924, -3.1820, -2.0354], [-0.9627, -2.8663, -3.3201], [-1.6111, -3.3983, -4.4304], [-2.6977, -4.2415, -4.2636], [-3.1353, -4.5627, -2.9819], [-2.4829, -4.0387, -1.8780], [-2.6995, -2.3268, 0.3233], [-3.6934, 1.6294, 1.7912], [-5.8525, 2.3973, 0.9025], [-6.6821, 1.5482, -1.2678], [-5.3255, -0.0940, -2.5340], [-3.1739, -0.8703, -1.6443], [-3.0166, -1.8966, 2.7313], [-3.3342, -1.6389, 5.1646], [-2.3723, 0.3126, 6.3398], [-1.0824, 2.0022, 5.0749], [-0.7458, 1.7164, 2.6254], [-0.9122, -3.5464, 2.1151], [-0.1430, -5.6319, 3.2073], [1.1766, -7.2861, 1.9276], [1.7192, -6.8495, -0.4475], [0.9411, -4.7757, -1.5346], [-0.1313, -2.1846, -3.4499], [-1.2707, -3.1335, -5.4239], [-3.2093, -4.6480, -5.1274], [-3.9814, -5.2255, -2.8457], [-2.8130, -4.3171, -0.8820], [-4.3311, 4.9297, -1.6661], [-3.1554, 4.3436, -1.2888], [-2.2515, 3.9493, -2.2532], [-1.0645, 3.3488, -1.8600], [-0.7512, 3.1104, -0.5107], [0.4924, 2.4284, -0.0964], [-1.6988, 3.5577, 0.4231], [-2.8895, 4.1658, 0.0491], [-2.4798, 4.1108, -3.2998], [-0.3546, 3.0348, -2.6149], [0.7307, 2.7589, 0.9194], [1.3131, 2.7357, -0.7536], [-1.4921, 3.4219, 1.4802], [-3.6105, 4.4952, 0.7881], [0.0058, -0.1492, -6.5003], [0.1297, -0.0319, -5.1434], [1.3408, -0.3221, -4.5533], [1.4484, -0.2168, -3.1658], [0.3844, 0.1776, -2.3326], [-0.8084, 0.4717, -3.0159], [-0.9557, 0.3719, -4.3996], [2.1756, -0.6287, -5.1739], [2.4073, -0.4746, -2.7278], [-1.6698, 0.8112, -2.4494], [-1.8943, 0.5984, -4.8926]],
  "atomic_forces_ev_per_a": [[0.3, 0.0, 0.3], [0.2, 0.1, 0.0], [-0.1, 0.1, 0.0], [0.2, -0.2, 0.1], [0.0, 0.2, -0.1], [-0.5, -0.1, -0.4], [0.0, 0.0, 0.1], [0.0, 0.1, 0.0], [0.0, 0.0, 0.0], [0.1, 0.0, 0.0], [0.0, 0.1, 0.1], [-0.2, 0.0, 0.1], [0.0, -0.1, -0.1], [-0.2, 0.1, 0.0], [0.1, 0.0, 0.0], [-0.1, 0.0, 0.0], [0.1, 0.0, 0.0], [0.0, 0.0, 0.0], [0.1, 0.0, 0.0], [0.0, 0.0, 0.0], [0.0, 0.0, 0.0], [0.0, 0.0, 0.0], [0.0, 0.0, 0.0], [0.0, 0.0, 0.0], [0.0, 0.0, 0.0], [0.0, -0.2, -0.1], [0.1, 0.0, 0.0], [0.0, 0.0, 0.0], [0.0, 0.0, 0.0], [0.0, 0.0, 0.0], [0.0, 0.0, 0.0], [0.0, 0.0, 0.0], [0.0, 0.1, 0.0], [0.0, 0.0, 0.0], [0.0, 0.0, 0.0], [0.0, 0.0, 0.0], [0.0, 0.0, 0.0], [0.0, 0.0, 0.0], [0.0, 0.0, 0.0], [0.0, 0.0, 0.0], [0.0, 0.0, 0.0], [0.0, 0.0, 0.0], [0.0, 0.0, 0.0], [0.0, 0.0, 0.0], [0.0, 0.0, 0.0], [0.0, 0.0, 0.0], [0.0, 0.0, 0.0], [0.0, 0.0, 0.0], [0.1, 0.0, 0.0], [0.0, 0.0, 0.0], [0.0, 0.0, 0.0], [0.0, 0.0, 0.0], [0.0, 0.0, 0.0], [0.0, 0.0, 0.0], [0.0, 0.0, 0.0], [0.0, 0.0, 0.0], [0.0, 0.0, 0.0], [0.0, 0.0, 0.0], [0.0, 0.0, 0.0], [0.0, 0.0, 0.0], [0.0, 0.0, 0.0], [0.0, 0.0, 0.0], [0.0, 0.0, 0.0], [-0.1, 0.0, 0.0], [-0.2, 0.1, -0.2], [0.0, 0.0, 0.0], [0.0, 0.1, 0.1], [0.0, 0.0, 0.0], [0.0, 0.0, 0.0], [0.1, 0.0, 0.1], [0.0, 0.0, 0.0], [0.0, 0.0, 0.0], [0.0, 0.0, 0.0], [0.0, 0.0, 0.0], [0.0, 0.0, 0.0], [0.1, 0.0, 0.0], [-0.2, 0.0, -0.1], [0.1, 0.0, 0.2], [0.1, 0.0, 0.0], [-0.1, 0.0, 0.1], [0.0, 0.0, 0.0], [0.0, 0.0, 0.0], [0.0, 0.0, 0.0], [0.0, 0.0, 0.0]],
  "lowdin_spin": [1.11, -0.01, 0.00, 0.01, 0.02, -0.02, 0.00, 0.00, 0.00, 0.00, 0.00, -0.01, -0.02, 0.00, 0.00, 0.00, 0.00, 0.00, 0.00, 0.00, 0.00, 0.00, 0.00, 0.00, 0.00, -0.05, -0.01, 0.00, 0.00, 0.00, 0.00, 0.00, -0.01, 0.00, 0.00, 0.00, 0.00, 0.00, 0.00, 0.00, 0.00, 0.00, 0.00, 0.00, 0.00, 0.00, 0.00, 0.00, 0.00, 0.00, 0.00, 0.00, 0.00, 0.00, 0.00, 0.00, 0.00, 0.00, 0.00, 0.00, 0.00, 0.00, 0.00, 0.00, -0.01, 0.00, 0.00, 0.00, 0.00, 0.00, 0.00, 0.00, 0.00, 0.00, 0.01, 0.00, 0.01, 0.01, 0.01, 0.00, 0.00, 0.00, 0.00, 0.00],
  "multiplicity": 2,
  "total_charge": -1,
  "e_above_lowest_kj_mol": 0.0,
  "e_lumo_ev": [2.504, 2.506],
  "s_squared": 1.161
}



No. 2
{
  "formula": "C42H36FI2NO4",
  "method": "ωB97M-V/def2-TZVPD",
  "elements": ["O", "C", "O", "N", "C", "O", "C", "C", "C", "F", "C", "I", "C", "C", "C", "C", "I", "C", "C", "O", "C", "C", "C", "C", "C", "C", "H", "H", "H", "H", "H", "H", "H", "H", "H", "H", "H", "H", "C", "C", "C", "C", "C", "C", "H", "H", "H", "H", "H", "H", "C", "C", "C", "C", "C", "C", "H", "H", "H", "H", "H", "H", "C", "C", "C", "C", "C", "C", "H", "H", "H", "H", "H", "H", "C", "C", "C", "C", "C", "C", "H", "H", "H", "H", "H", "H"],
  "positions_angstrom": [[2.6463, 0.4254, -0.1888], [1.7245, 1.1243, 0.3220], [0.9924, 0.5229, 1.4056], [-0.2533, 0.1347, 1.0249], [-0.3852, -0.9809, 0.0794], [-0.0915, -2.1938, 0.1993], [-1.0610, -0.2549, -1.1762], [-1.2170, -0.6839, -2.6480], [-1.9192, 0.3555, -3.5967], [-2.0667, 0.0311, -4.9663], [-2.4450, 1.7409, -3.1091], [-3.3215, 3.0396, -4.6201], [-2.3039, 2.1358, -1.5917], [-2.8112, 3.5464, -1.0255], [-4.3597, 3.8633, -1.3241], [-5.2997, 3.8833, -0.0275], [-4.7252, 5.5714, 1.2416], [-1.6157, 1.1213, -0.6549], [-1.3038, 1.1582, 0.9115], [-1.8066, 1.8134, 1.8459], [1.5129, 2.5837, -0.2424], [0.7005, 3.7157, 0.4585], [0.4666, 5.1290, -0.1115], [1.0829, 5.4990, -1.5148], [1.9314, 4.3992, -2.2200], [2.1671, 2.9678, -1.6273], [-0.8312, -1.6952, -2.9954], [-2.1391, 4.4128, -1.3437], [-2.7110, 3.4718, 0.1247], [-4.4515, 4.8130, -1.9657], [-4.7450, 2.9962, -1.9898], [-5.3127, 2.8844, 0.5205], [-6.3701, 4.0979, -0.4061], [0.2190, 3.4451, 1.4651], [-0.1629, 5.8429, 0.5377], [0.8848, 6.5276, -1.9570], [2.3952, 4.6865, -3.2346], [2.8144, 2.2414, -2.2312], [-1.3413, -2.4818, -6.2921], [-1.2338, -2.0477, -7.6096], [-0.5857, -2.8388, -8.5530], [-0.0408, -4.0635, -8.1780], [-0.1402, -4.4938, -6.8586], [-0.7915, -3.7043, -5.9158], [-1.8507, -1.8704, -5.5608], [-1.6563, -1.0917, -7.9016], [-0.5050, -2.5014, -9.5811], [0.4622, -4.6816, -8.9139], [0.2897, -5.4460, -6.5647], [-0.8709, -4.0413, -4.8872], [5.0675, 8.3033, 1.5390], [5.5911, 7.5267, 2.5675], [5.1481, 6.2204, 2.7483], [4.1774, 5.6915, 1.9028], [3.6461, 6.4707, 0.8792], [4.0929, 7.7762, 0.6965], [5.4180, 9.3197, 1.3939], [6.3461, 7.9398, 3.2285], [5.5592, 5.6138, 3.5485], [3.8336, 4.6720, 2.0425], [2.8855, 6.0610, 0.2216], [3.6815, 8.3837, -0.1031], [-1.1789, -5.1044, 1.4394], [-0.6686, -5.8803, 2.4756], [-1.1271, -7.1807, 2.6635], [-2.1000, -7.7044, 1.8172], [-2.6171, -6.9255, 0.7866], [-2.1558, -5.6264, 0.5964], [-0.8166, -4.0937, 1.2892], [0.0882, -5.4712, 3.1371], [-0.7263, -7.7866, 3.4697], [-2.4558, -8.7189, 1.9618], [-3.3800, -7.3316, 0.1301], [-2.5574, -5.0199, -0.2087], [1.8527, -3.8883, 6.7448], [2.3631, -4.6639, 7.7811], [1.9046, -5.9641, 7.9692], [0.9317, -6.4878, 7.1230], [0.4147, -5.7090, 6.0923], [0.8758, -4.4101, 5.9019], [2.2151, -2.8770, 6.5943], [3.1199, -4.2548, 8.4426], [2.3052, -6.5697, 8.7753], [0.5758, -7.5022, 7.2677], [-0.3483, -6.1151, 5.4359], [0.4741, -3.8037, 5.0966]],
  "atomic_forces_ev_per_a": [[-3.9, 2.8, 2.3], [3.9, -1.3, -3.0], [1.3, 1.2, -0.1], [-2.0, -1.1, 0.2], [-0.1, -1.8, -1.8], [-0.8, 5.3, -0.2], [-1.9, 2.1, -1.8], [-1.3, 3.4, 1.7], [0.4, 0.6, 2.5], [0.3, 1.1, 3.3], [1.8, -2.9, 2.0], [0.8, -1.0, 1.2], [0.9, -2.2, -0.8], [-0.1, -0.7, 1.0], [-0.1, -1.0, -0.6], [-0.5, -0.1, -1.8], [-0.3, -0.8, -0.3], [-0.4, -1.1, -2.9], [-1.1, 1.2, -0.3], [2.2, -2.3, -3.5], [-0.6, 3.5, -1.6], [0.8, 0.1, -2.0], [1.9, -2.7, -1.9], [0.2, -4.1, 2.4], [-1.4, -0.3, 2.5], [-2.0, 2.6, 1.6], [-0.6, 1.7, 0.3], [-0.8, -1.4, 0.2], [0.0, 0.1, -1.8], [0.0, -1.3, 1.3], [0.4, 1.4, 1.1], [0.3, 1.6, -0.5], [1.7, -0.3, 0.9], [0.8, 0.6, -1.7], [1.2, -1.2, -1.4], [0.5, -1.7, 0.6], [-0.8, -0.7, 1.8], [-1.2, 1.1, 1.2], [0.1, -0.3, 0.0], [0.0, -0.1, 0.0], [0.0, 0.0, 0.1], [0.0, 0.1, 0.1], [0.0, 0.0, 0.0], [0.0, 0.1, -0.2], [0.1, -0.2, -0.2], [0.0, -0.1, 0.0], [0.0, 0.0, 0.1], [0.0, 0.0, 0.1], [0.0, 0.1, 0.0], [0.0, 0.0, -0.1], [-0.1, -0.1, 0.0], [0.0, 0.0, 0.0], [-0.1, 0.0, -0.1], [0.0, 0.1, 0.0], [0.1, 0.0, 0.0], [0.1, -0.1, 0.1], [0.0, -0.1, 0.0], [-0.1, 0.0, -0.1], [0.0, 0.1, -0.1], [0.0, 0.1, 0.0], [0.2, 0.0, 0.2], [0.0, 0.0, 0.1], [0.0, 0.0, 0.0], [-0.1, -0.1, -0.1], [0.0, 0.1, -0.1], [0.0, 0.1, 0.0], [0.1, 0.0, 0.0], [0.1, -0.1, 0.1], [0.0, -0.1, 0.0], [0.0, 0.0, -0.1], [0.0, 0.0, -0.1], [0.0, 0.1, 0.0], [0.1, 0.0, 0.1], [0.0, 0.0, 0.1], [0.0, -0.1, 0.0], [0.0, 0.0, -0.1], [0.0, 0.0, -0.1], [0.0, 0.1, 0.0], [0.1, 0.0, 0.0], [0.0, 0.0, 0.1], [0.0, -0.1, 0.0], [-0.1, 0.0, -0.1], [0.0, 0.1, -0.1], [0.0, 0.1, 0.0], [0.1, 0.0, 0.1], [0.0, 0.0, 0.1]],
  "lowdin_charge": [0.09, -0.29, 0.03, -0.04, -0.24, 0.10, 0.00, 0.10, -0.18, -0.07, -0.49, 0.88, -0.10, -0.20, -0.36, -0.62, 0.69, 0.02, -0.27, 0.10, -0.06, -0.02, -0.07, -0.06, -0.05, 0.03, 0.12, 0.11, 0.08, 0.10, 0.07, 0.07, 0.06, 0.11, 0.11, 0.10, 0.10, 0.11, -0.10, -0.09, -0.10, -0.10, -0.10, -0.09, 0.07, 0.10, 0.10, 0.10, 0.10, 0.10, -0.10, -0.10, -0.10, -0.09, -0.09, -0.09, 0.10, 0.10, 0.10, 0.10, 0.06, 0.10, -0.08, -0.09, -0.10, -0.10, -0.10, -0.09, 0.07, 0.08, 0.10, 0.10, 0.10, 0.10, -0.10, -0.10, -0.10, -0.09, -0.10, -0.10, 0.10, 0.10, 0.10, 0.10, 0.08, 0.10],
  "smiles": "O=C(ON1C(=O)c2cc(F)c(I)c(CCCI)c2C1=O)c1ccccc1.c1ccccc1.c1ccccc1.c1ccccc1.c1ccccc1",
  "e_lumo_ev": -1.544
}



No. 3
{
  "formula": "C42H36GeN2O2PtSTe",
  "method": "ωB97M-V/def2-TZVPD",
  "elements": ["Pt", "C", "C", "C", "C", "C", "C", "C", "S", "O", "O", "N", "C", "C", "C", "C", "C", "N", "H", "H", "H", "H", "H", "H", "H", "H", "H", "H", "H", "C", "C", "C", "C", "C", "C", "Ge", "C", "C", "C", "C", "C", "C", "C", "C", "C", "C", "C", "C", "H", "H", "H", "H", "H", "H", "H", "H", "H", "H", "H", "H", "H", "H", "H", "Te", "C", "C", "C", "C", "C", "C", "C", "C", "C", "C", "C", "C", "H", "H", "H", "H", "H", "H", "H", "H", "H", "H"],
  "positions_angstrom": [[0.1506, 0.5323, 0.9897], [6.7446, 1.0830, -4.0116], [5.9488, 1.0454, -2.7386], [6.2387, 1.9180, -1.6947], [5.5222, 1.8811, -0.5086], [4.5002, 0.9548, -0.3696], [4.1922, 0.0674, -1.3945], [4.9180, 0.1204, -2.5690], [3.5649, 0.9036, 1.1122], [4.1351, 1.8506, 2.0234], [3.3751, -0.4736, 1.4805], [2.0536, 1.3984, 0.6908], [1.6105, 2.6846, 0.8601], [2.3056, 3.8894, 0.8940], [1.5712, 5.0312, 1.1249], [0.1932, 4.9608, 1.3207], [-0.4285, 3.7365, 1.2637], [0.2734, 2.6215, 1.0138], [7.0473, 2.1001, -4.2575], [6.1734, 0.6818, -4.8476], [7.6531, 0.4855, -3.9132], [7.0418, 2.6358, -1.8077], [5.7594, 2.5499, 0.3071], [3.4004, -0.6594, -1.2698], [4.6859, -0.5718, -3.3694], [3.3768, 3.9039, 0.7707], [2.0731, 5.9891, 1.1651], [-0.3924, 5.8464, 1.5182], [-1.4901, 3.6305, 1.4199], [-4.1324, 3.4277, 3.8919], [-4.4529, 3.6658, 2.5628], [-3.8837, 2.8911, 1.5616], [-2.9927, 1.8661, 1.8841], [-2.6807, 1.6341, 3.2243], [-3.2466, 2.4108, 4.2240], [-2.2719, 0.7483, 0.4814], [-2.5828, 1.4783, -1.2895], [-3.4586, 0.8350, -2.1677], [-3.7241, 1.3640, -3.4233], [-3.1156, 2.5416, -3.8276], [-2.2448, 3.1954, -2.9670], [-1.9821, 2.6673, -1.7135], [-3.0612, -1.0180, 0.6070], [-2.9469, -1.9224, -0.4492], [-3.7425, -3.0545, -0.4866], [-4.6054, -3.3333, 0.5643], [-4.6808, -2.4727, 1.6488], [-3.9194, -1.3123, 1.6683], [-4.5756, 4.0334, 4.6712], [-5.1461, 4.4559, 2.3051], [-4.1395, 3.0842, 0.5255], [-1.9815, 0.8494, 3.4952], [-2.9974, 2.2256, 5.2605], [-3.9688, -0.0710, -1.8700], [-4.4134, 0.8544, -4.0839], [-3.3214, 2.9512, -4.8076], [-1.7683, 4.1174, -3.2733], [-1.2892, 3.1973, -1.0721], [-2.2685, -1.7192, -1.2713], [-3.6828, -3.7307, -1.3303], [-5.2177, -4.2252, 0.5380], [-5.3460, -2.6935, 2.4732], [-4.0275, -0.6220, 2.4948], [0.8899, -1.8889, 1.5296], [1.8214, -2.5429, -0.2259], [1.2482, -2.2829, -1.4654], [1.8916, -2.7098, -2.6201], [3.1030, -3.3804, -2.5269], [3.6715, -3.6297, -1.2853], [3.0359, -3.2083, -0.1261], [-0.4343, -3.5211, 1.6487], [-0.9867, -4.1642, 0.5515], [-1.6742, -5.3545, 0.7328], [-1.8136, -5.8948, 2.0033], [-1.2552, -5.2537, 3.0979], [-0.5550, -4.0679, 2.9237], [0.3104, -1.7445, -1.5361], [1.4478, -2.5135, -3.5872], [3.6092, -3.7068, -3.4259], [4.6187, -4.1479, -1.2174], [3.4923, -3.3869, 0.8384], [-0.8503, -3.7674, -0.4450], [-2.0999, -5.8635, -0.1223], [-2.3475, -6.8262, 2.1382], [-1.3457, -5.6818, 4.0872], [-0.1069, -3.5789, 3.7801]],
  "atomic_forces_ev_per_a": [[0.2, 0.1, 0.6], [0.0, 0.0, 0.0], [0.0, 0.0, 0.0], [0.0, 0.0, 0.0], [0.0, 0.0, 0.0], [0.0, 0.0, -0.1], [0.0, 0.0, 0.0], [0.0, 0.0, 0.0], [-0.2, 0.1, -0.2], [0.0, -0.1, 0.1], [0.2, -0.1, 0.1], [0.0, -0.2, -0.2], [0.0, -0.1, 0.0], [0.0, 0.0, 0.0], [0.1, 0.0, 0.0], [-0.1, 0.0, 0.0], [0.1, 0.0, 0.0], [-0.1, 0.3, 0.0], [0.0, 0.0, 0.0], [0.0, 0.0, 0.0], [0.0, 0.0, 0.0], [0.0, 0.0, 0.0], [0.0, 0.0, 0.0], [0.0, 0.0, 0.0], [0.0, 0.0, 0.0], [0.0, 0.0, 0.0], [0.0, 0.0, 0.0], [0.0, 0.0, 0.0], [0.0, 0.0, 0.0], [0.0, 0.0, 0.0], [0.0, 0.0, 0.0], [0.0, 0.0, 0.0], [0.0, 0.1, 0.1], [0.1, 0.0, 0.0], [0.0, 0.0, 0.0], [-0.4, -0.3, -0.4], [0.1, 0.1, -0.1], [-0.1, 0.0, 0.1], [0.0, 0.0, 0.0], [0.0, 0.0, 0.0], [0.0, 0.0, 0.0], [0.1, 0.0, 0.1], [0.1, 0.0, 0.0], [-0.1, 0.1, -0.1], [0.0, 0.0, 0.0], [0.0, 0.0, 0.0], [0.0, 0.0, 0.0], [0.0, 0.0, 0.0], [0.0, 0.0, 0.0], [0.0, 0.0, 0.0], [0.0, 0.0, 0.0], [0.0, 0.0, 0.0], [0.0, 0.0, 0.0], [0.0, 0.0, 0.0], [0.0, 0.0, 0.0], [0.0, 0.0, 0.0], [0.0, 0.0, 0.0], [0.0, 0.0, 0.0], [0.0, 0.0, 0.0], [0.0, 0.0, 0.0], [0.0, 0.0, 0.0], [0.0, 0.0, 0.0], [0.0, 0.0, 0.0], [0.3, -0.1, 0.2], [0.0, 0.2, -0.1], [0.0, 0.0, 0.0], [0.0, 0.0, 0.0], [0.0, 0.0, 0.0], [0.0, 0.0, 0.0], [0.0, -0.1, 0.0], [-0.2, 0.0, 0.0], [0.2, -0.1, 0.0], [0.0, 0.0, 0.0], [0.0, 0.0, 0.0], [0.0, 0.1, 0.1], [-0.2, 0.0, 0.0], [0.0, 0.0, 0.0], [0.0, 0.0, 0.0], [0.0, 0.0, 0.0], [0.0, 0.0, 0.0], [0.0, 0.0, 0.0], [0.0, 0.0, 0.0], [0.0, 0.0, 0.0], [0.0, 0.0, 0.0], [0.0, 0.0, 0.0], [0.0, 0.0, 0.0]],
  "lowdin_spin": [0.39, 0.00, 0.00, 0.00, 0.00, 0.00, 0.00, 0.00, 0.01, 0.02, 0.00, 0.13, 0.01, 0.00, 0.00, 0.00, 0.00, 0.00, 0.00, 0.00, 0.00, 0.00, 0.00, 0.00, 0.00, 0.00, 0.00, 0.00, 0.00, 0.01, 0.00, 0.01, 0.03, 0.01, 0.00, 0.17, 0.01, 0.01, 0.00, 0.01, 0.00, 0.00, 0.07, 0.02, 0.00, 0.02, 0.00, 0.02, 0.00, 0.00, 0.00, 0.00, 0.00, 0.00, 0.00, 0.00, 0.00, 0.00, 0.00, 0.00, 0.00, 0.00, 0.00, 0.01, 0.00, 0.00, 0.00, 0.00, 0.00, 0.00, 0.01, 0.00, 0.00, 0.00, 0.00, 0.00, 0.00, 0.00, 0.00, 0.00, 0.00, 0.00, 0.00, 0.00, 0.00, 0.00],
  "multiplicity": 2,
  "total_charge": 1,
  "e_above_lowest_kj_mol": 3.9,
  "e_lumo_ev": [-3.168, -5.519],
  "s_squared": 0.762
}



no.,molar mass (g/mol),energy (eV)
1,705.645,-95329.43195
2,891.559,-72724.92265
3,1028.117,-129098.01654